Entry w
The following is a quantum chemistry calculation of an isolated molecule of C11H18N2S, from OMol25.

```
32
Properties=species:S:1:pos:R:3
C 0.973 2.116 -0.183
C 0.048 1.106 0.423
C -0.257 1.678 1.830
C -1.303 0.986 -0.313
C -0.980 0.694 -1.824
C -0.364 -0.755 -1.870
C -0.427 -1.196 -0.405
C -0.401 -2.724 -0.253
C -1.654 -0.416 0.151
C 0.714 -0.330 0.484
N 0.619 -0.950 1.794
N 1.589 -1.554 2.189
C 2.780 -1.375 1.556
S 2.551 -0.497 -0.031
H 1.702 2.467 0.550
H 0.356 2.938 -0.525
H 1.517 1.936 -1.111
H -0.610 2.795 1.811
H 0.591 1.756 2.536
H -0.954 1.048 2.296
H -2.060 1.745 -0.071
H -0.199 1.406 -2.272
H -1.828 0.767 -2.512
H -1.027 -1.488 -2.333
H 0.507 -0.720 -2.401
H 0.558 -3.116 -0.255
H -1.046 -3.088 -0.913
H -0.931 -3.046 0.692
H -1.755 -0.576 1.215
H -2.532 -0.754 -0.281
H 3.517 -0.746 2.043
H 3.215 -2.315 1.279
```

Calculated values
* HOMO energy: -8.59 eV
* multiplicity: 1
* orbital gap: 9.3 eV

natural (NBO) analysis output, partial charges in e:
1 C -0.6222
2 C -0.0849
3 C -0.6063
4 C -0.2246
5 C -0.4045
6 C -0.4322
7 C 0.0362
8 C -0.6214
9 C -0.4332
10 C 0.0352
11 N -0.1239
12 N -0.1172
13 C -0.4000
14 S 0.0989
15 H 0.2180
16 H 0.2104
17 H 0.2167
18 H 0.2141
19 H 0.2136
20 H 0.2139
21 H 0.2335
22 H 0.2055
23 H 0.2149
24 H 0.2028
25 H 0.2193
26 H 0.2180
27 H 0.2091
28 H 0.2122
29 H 0.2267
30 H 0.2055
31 H 0.2382
32 H 0.2277

Entry x
The following is a quantum chemistry calculation of an isolated molecule of C11H18N2S, from OMol25.

```
32
Properties=species:S:1:pos:R:3
C 0.656 -1.818 -2.787
C -0.186 -1.747 -1.705
S -1.147 -3.199 -1.404
C -2.596 -2.323 -0.837
C -0.136 -0.673 -0.754
C 0.451 0.636 -1.199
C -0.046 1.838 -0.303
C -1.529 1.958 -0.501
C 0.751 2.639 0.416
C 2.192 2.540 0.610
N -0.489 -0.944 0.440
N -0.377 -0.071 1.412
C 0.333 -0.241 2.474
C 1.032 -1.564 2.755
H 0.554 -2.658 -3.443
H 1.271 -1.125 -3.257
H -3.397 -2.873 -0.261
H -2.970 -1.866 -1.639
H -2.474 -1.518 -0.100
H 1.506 0.525 -1.008
H 0.076 0.829 -2.159
H -1.668 3.029 -0.733
H -1.852 1.494 -1.461
H -1.950 1.597 0.425
H 0.308 3.536 0.851
H 2.360 1.797 1.490
H 2.634 3.421 1.038
H 2.769 2.136 -0.178
H 0.312 0.420 3.336
H 0.827 -1.868 3.727
H 2.095 -1.531 2.577
H 0.692 -2.379 2.179
```

Calculated values
* HOMO energy: -8.07 eV
* multiplicity: 1
* orbital gap: 8.4 eV

natural (NBO) analysis output, partial charges in e:
1 C -0.3779
2 C -0.1857
3 S 0.2737
4 C -0.7675
5 C 0.1947
6 C -0.5144
7 C 0.0970
8 C -0.6770
9 C -0.2279
10 C -0.6407
11 N -0.2454
12 N -0.2434
13 C 0.0844
14 C -0.6915
15 H 0.2007
16 H 0.2034
17 H 0.2371
18 H 0.1984
19 H 0.2443
20 H 0.2327
21 H 0.2301
22 H 0.2227
23 H 0.2063
24 H 0.2472
25 H 0.1982
26 H 0.2036
27 H 0.2228
28 H 0.2145
29 H 0.1888
30 H 0.2159
31 H 0.2221
32 H 0.2328

The structure with the greatest stability is entry w.

Entry w
The following is a quantum chemistry calculation of a cluster of 2 separate species, C3H9N5 in total, from OMol25.

```
17
Properties=species:S:1:pos:R:3
C -0.736 1.741 -0.327
C 1.762 -0.402 -0.109
C -0.514 -1.408 0.144
N 0.546 1.721 0.051
N -1.577 0.746 -0.219
N 0.584 -0.977 -0.599
N 1.540 1.062 0.337
N -1.529 -0.369 0.525
H -1.035 2.672 -0.912
H 2.148 -0.773 0.875
H 2.595 -0.499 -0.958
H -1.185 -2.104 -0.308
H -0.129 -1.951 1.011
H -2.605 0.844 -0.398
H 0.364 -1.098 -1.576
H 2.171 1.458 1.563
H -2.399 -0.663 0.900
```

Calculated values
* HOMO energy (spin up / spin down): -18.54 / -18.54 eV
* multiplicity: 1
* orbital gap (spin up / spin down): 7.1 / 7.1 eV
* total charge: +2

natural (NBO) analysis output, partial charges in e:
1 C 0.2387
2 C -0.1052
3 C -0.0902
4 N -0.0321
5 N -0.2448
6 N -0.6083
7 N -0.0699
8 N -0.3714
9 H 0.3227
10 H 0.2599
11 H 0.3200
12 H 0.2566
13 H 0.2384
14 H 0.4805
15 H 0.4393
16 H 0.5316
17 H 0.4342

Entry x
The following is a quantum chemistry calculation of the ion C3H9N5 with charge +2, from OMol25.

```
17
Properties=species:S:1:pos:R:3
N 2.489 -1.055 -0.103
C 1.437 -0.285 0.103
N 1.462 1.080 0.052
N 0.201 1.730 0.336
C -0.955 1.087 -0.387
C -1.020 -0.440 -0.067
N -2.133 -1.063 0.064
N 0.179 -1.022 0.151
H 3.209 -0.803 -0.751
H 2.477 -2.006 0.205
H 0.180 2.818 0.006
H 0.120 1.874 1.404
H -0.719 1.313 -1.375
H -2.041 1.471 -0.189
H -3.001 -0.532 0.202
H -2.260 -2.078 0.102
H 0.374 -2.092 0.249
```

Calculated values
* HOMO energy: -18.57 eV
* multiplicity: 1
* orbital gap: 9.6 eV
* total charge: +2

natural (NBO) analysis output, partial charges in e:
1 N -0.7452
2 C 0.6108
3 N -0.3300
4 N -0.4006
5 C -0.2945
6 C 0.5734
7 N -0.6564
8 N -0.5833
9 H 0.4671
10 H 0.4271
11 H 0.4958
12 H 0.4669
13 H 0.2829
14 H 0.2869
15 H 0.4608
16 H 0.4679
17 H 0.4706

The structure with the greatest stability is entry x.